# 1
{
  "formula": "C28H13CuNO16",
  "method": "ωB97M-V/def2-TZVPD",
  "e_lumo_ev": 13.701,
  "total_charge": -7,
  "e_homo_ev": 9.6,
  "e_tot_ha": -3972.5528,
  "elements": ["Cu", "C", "C", "C", "O", "C", "C", "C", "O", "O", "O", "H", "H", "C", "C", "C", "O", "C", "C", "C", "O", "O", "O", "H", "H", "C", "C", "C", "O", "C", "C", "C", "O", "O", "O", "H", "H", "C", "C", "C", "O", "C", "C", "C", "O", "O", "O", "H", "H", "N", "C", "C", "C", "C", "H", "H", "H", "H", "H"],
  "coordinates": [[-1.217, -0.684, 0.292], [-4.548, -0.297, -4.142], [-3.575, -1.191, -3.546], [-3.231, -0.989, -2.002], [-2.231, -1.629, -1.556], [-4.044, -0.077, -1.220], [-5.000, 0.702, -1.832], [-5.186, 0.628, -3.362], [-5.896, 1.496, -4.016], [-5.624, 1.505, -1.059], [-2.951, -2.047, -4.158], [-4.685, -0.382, -5.211], [-3.990, 0.023, -0.148], [-1.716, 2.641, -2.202], [-0.557, 2.164, -1.369], [0.565, 3.220, -0.980], [1.519, 2.725, -0.408], [0.277, 4.622, -1.243], [-0.867, 5.009, -1.936], [-1.879, 3.959, -2.501], [-2.919, 4.318, -3.163], [-0.903, 6.285, -2.217], [-0.287, 0.957, -1.132], [-2.502, 1.936, -2.423], [0.989, 5.382, -0.948], [3.028, -3.145, -0.969], [3.820, -3.927, -0.125], [3.023, -4.371, 1.184], [3.717, -4.840, 2.091], [1.583, -4.095, 1.293], [0.932, -3.357, 0.385], [1.691, -2.794, -0.810], [1.233, -1.862, -1.558], [-0.342, -3.211, 0.536], [5.051, -4.193, -0.225], [3.567, -2.697, -1.795], [1.005, -4.566, 2.078], [2.668, -0.520, 2.875], [2.642, 0.088, 1.617], [4.008, 0.348, 0.793], [3.911, 0.670, -0.379], [5.239, -0.211, 1.437], [5.183, -0.861, 2.638], [3.873, -0.871, 3.449], [3.893, -1.272, 4.669], [6.167, -1.669, 2.957], [1.540, 0.337, 1.020], [1.818, -0.450, 3.540], [6.125, -0.187, 0.817], [-0.517, 1.135, 2.901], [-0.971, -0.183, 3.015], [-2.262, -0.255, 2.423], [-2.489, 1.043, 1.859], [-1.502, 1.862, 2.277], [0.360, 1.473, 3.260], [-0.190, -0.814, 3.409], [-2.753, -1.216, 2.407], [-3.292, 1.416, 1.242], [-1.300, 2.918, 2.170]],
  "mulliken_charge": [0.903, -0.988, 0.574, 0.720, -0.618, -0.473, 0.338, 0.635, -0.894, -0.883, -0.766, 0.182, 0.238, -0.783, 0.055, 0.623, -0.560, -1.054, 0.345, 0.580, -0.845, -0.897, -0.259, 0.428, 0.309, -0.863, 0.578, 0.655, -0.805, -1.065, 1.018, 0.756, -0.679, -0.953, -0.881, 0.120, 0.143, 0.004, 0.162, 0.617, -0.669, -1.240, 0.873, 0.201, -0.905, -0.893, -0.119, -0.105, 0.138, 0.074, -0.099, -1.137, 0.264, -1.034, 0.319, 0.254, 0.465, 0.438, 0.460]
}

=====

# 2
{
  "formula": "C21H57N3O24S6",
  "method": "ωB97M-V/def2-TZVPD",
  "de_lowest_kcal_mol": 106.33,
  "e_lumo_ev": 0.152,
  "smiles": "CCOS(C)(=O)=O.CCOS(C)(=O)=O.CCOS(C)(=O)=O.CCOS(C)(=O)=O.CCOS(C)(=O)=O.CCOS(C)(=O)=O.C[N+](=O)[O-].C[N+](=O)[O-].C[N+](=O)[O-]",
  "total_charge": 0,
  "e_homo_ev": -10.7,
  "e_tot_ha": -5192.8920,
  "elements": ["C", "N", "O", "O", "H", "H", "H", "C", "N", "O", "O", "H", "H", "H", "C", "N", "O", "O", "H", "H", "H", "O", "S", "O", "O", "C", "C", "C", "H", "H", "H", "H", "H", "H", "H", "H", "O", "S", "O", "O", "C", "C", "C", "H", "H", "H", "H", "H", "H", "H", "H", "O", "S", "O", "O", "C", "C", "C", "H", "H", "H", "H", "H", "H", "H", "H", "O", "S", "O", "O", "C", "C", "C", "H", "H", "H", "H", "H", "H", "H", "H", "O", "S", "O", "O", "C", "C", "C", "H", "H", "H", "H", "H", "H", "H", "H", "O", "S", "O", "O", "C", "C", "C", "H", "H", "H", "H", "H", "H", "H", "H"],
  "coordinates": [[-24.424, 19.545, 18.013], [-22.982, 19.181, 17.917], [-22.373, 19.268, 16.867], [-22.509, 18.707, 18.907], [-25.003, 18.844, 18.615], [-24.787, 19.669, 16.993], [-24.543, 20.526, 18.471], [-33.648, 12.363, 25.291], [-33.595, 13.898, 25.337], [-33.767, 14.501, 24.272], [-33.389, 14.463, 26.416], [-33.113, 12.085, 26.199], [-33.328, 11.850, 24.385], [-34.721, 12.228, 25.431], [-25.494, 17.495, 27.416], [-25.292, 18.170, 28.772], [-26.309, 18.500, 29.331], [-24.173, 18.259, 29.266], [-24.655, 17.537, 26.721], [-26.397, 17.845, 26.917], [-25.481, 16.486, 27.829], [-26.131, 12.152, 22.943], [-27.028, 11.041, 22.827], [-27.897, 10.807, 23.925], [-28.029, 11.221, 21.472], [-27.506, 11.938, 20.431], [-26.381, 11.165, 19.706], [-26.276, 9.424, 22.356], [-27.195, 12.947, 20.703], [-28.374, 12.062, 19.783], [-26.717, 10.206, 19.312], [-25.428, 10.943, 20.186], [-26.053, 11.631, 18.777], [-25.211, 9.417, 22.589], [-26.360, 9.110, 21.315], [-26.793, 8.750, 23.038], [-16.545, 13.676, 13.769], [-17.185, 14.585, 14.693], [-16.744, 14.620, 16.067], [-17.044, 16.097, 13.980], [-15.910, 16.391, 13.247], [-15.670, 17.872, 13.391], [-18.960, 14.398, 14.429], [-15.830, 15.897, 12.278], [-15.110, 15.989, 13.870], [-16.437, 18.475, 12.904], [-14.721, 18.087, 12.900], [-15.686, 18.345, 14.373], [-19.381, 15.225, 15.000], [-19.296, 13.486, 14.923], [-19.235, 14.520, 13.382], [-33.886, 6.914, 29.993], [-33.160, 6.012, 30.851], [-33.599, 5.615, 32.190], [-32.855, 4.555, 29.962], [-32.396, 3.400, 30.648], [-31.407, 2.656, 29.595], [-31.443, 6.741, 30.837], [-33.228, 2.750, 30.920], [-31.830, 3.605, 31.556], [-30.668, 3.310, 29.132], [-31.996, 2.066, 28.892], [-30.917, 1.918, 30.230], [-31.091, 6.032, 31.586], [-31.746, 7.749, 31.123], [-30.821, 6.675, 29.944], [-32.425, 17.612, 33.902], [-31.263, 17.516, 34.757], [-31.397, 17.531, 36.210], [-30.350, 16.156, 34.267], [-30.448, 15.897, 32.923], [-29.288, 15.048, 32.518], [-30.034, 18.881, 34.312], [-30.313, 16.810, 32.344], [-31.460, 15.510, 32.804], [-29.334, 14.742, 31.473], [-29.237, 14.107, 33.065], [-28.355, 15.600, 32.632], [-30.203, 19.070, 33.252], [-28.986, 18.687, 34.541], [-30.314, 19.688, 34.990], [-25.905, 6.544, 14.648], [-26.281, 5.569, 15.717], [-25.641, 5.673, 16.975], [-27.939, 5.624, 16.027], [-28.931, 5.721, 14.912], [-30.332, 5.206, 15.413], [-26.241, 3.791, 15.146], [-28.594, 5.264, 13.982], [-29.013, 6.794, 14.735], [-30.842, 5.970, 15.999], [-30.057, 4.409, 16.104], [-30.989, 4.947, 14.583], [-27.026, 3.755, 14.391], [-26.631, 3.189, 15.967], [-25.254, 3.431, 14.857], [-25.518, 14.962, 12.332], [-25.831, 14.407, 11.022], [-26.587, 15.138, 9.998], [-24.436, 13.880, 10.321], [-24.515, 13.196, 9.106], [-23.272, 12.339, 9.008], [-26.479, 12.735, 11.315], [-24.373, 13.953, 8.335], [-25.457, 12.708, 8.854], [-22.242, 12.693, 8.962], [-23.296, 11.989, 7.976], [-23.307, 11.449, 9.636], [-27.467, 12.698, 10.856], [-26.780, 12.762, 12.362], [-25.790, 11.988, 10.920]],
  "mulliken_charge": [-0.690, 0.851, -0.522, -0.507, 0.281, 0.306, 0.281, -0.641, 0.786, -0.497, -0.494, 0.289, 0.271, 0.285, -0.628, 0.808, -0.493, -0.513, 0.279, 0.273, 0.273, -0.599, 1.217, -0.632, -0.366, -0.197, -1.194, -0.926, 0.301, 0.316, 0.351, 0.339, 0.374, 0.335, 0.319, 0.363, -0.608, 1.071, -0.569, -0.270, -0.138, -1.266, -0.851, 0.344, 0.284, 0.326, 0.370, 0.315, 0.335, 0.361, 0.295, -0.574, 1.084, -0.558, -0.328, -0.277, -1.026, -0.814, 0.290, 0.331, 0.290, 0.290, 0.354, 0.302, 0.339, 0.300, -0.576, 1.139, -0.592, -0.319, -0.065, -1.298, -0.913, 0.288, 0.322, 0.378, 0.330, 0.293, 0.330, 0.319, 0.365, -0.596, 1.091, -0.556, -0.323, -0.293, -1.019, -0.812, 0.388, 0.275, 0.284, 0.286, 0.337, 0.285, 0.310, 0.342, -0.589, 1.178, -0.613, -0.328, -0.391, -1.163, -0.850, 0.337, 0.466, 0.344, 0.369, 0.284, 0.317, 0.370, 0.268]
}